{
  "formula": "C2H4N2S2",
  "method": "ωB97M-V with the def2-TZVPD basis set",
  "species": ["C", "C", "N", "N", "S", "S", "H", "H", "H", "H"],
  "positions_angstrom": [[1.6805, 0.2324, -0.5370], [-0.1385, -0.8855, 0.2217], [1.0660, -0.8637, -0.4874], [-0.7060, 0.3487, 0.5469], [1.0286, 1.6858, 0.2463], [-2.0677, 0.6961, -0.3936], [2.7238, 0.2940, -0.9145], [-0.8196, -1.6138, -0.1382], [0.0943, -1.3493, 1.1368], [-2.8614, 1.4554, 0.3190]],
  "gap_ev": [7.597, 7.596],
  "homo_energy_ev": [-8.8, -8.8],
  "total_charge": 0,
  "e_above_lowest_kj_mol": 348.5,
  "e_tot_ha": -984.382168,
  "lumo_energy_ev": [-1.1671, -1.1672]
}